Entry 1:
Molecular formula: C2H7N
Method: DFT, the ωB97M-V functional and the def2-TZVPD basis

The value obtained for the energy relative to the best compared isomer or geometry (same formula, charge and spin) is 260.3 kJ/mol. The SMILES is C=N.C.

Cartesian coordinates (Å):
C -2.1306 -2.2033 4.3564
N -3.1767 -1.6964 4.8193
H -1.5580 -1.8361 3.4855
H -1.6765 -3.1348 4.7712
H -3.2386 -1.0440 5.5855
C 2.3136 2.0087 -4.6038
H 1.4375 2.2818 -4.0312
H 2.7936 2.8295 -5.1303
H 3.0963 1.6032 -3.9538
H 2.1395 1.1913 -5.2987

Entry 2:
Molecular formula: C6H6
Method: DFT, the ωB97M-V functional and the def2-TZVPD basis

The value obtained for the energy relative to the best compared isomer or geometry (same formula, charge and spin) is 333.8 kJ/mol. The SMILES is C#C/C=C/C=C.

Cartesian coordinates (Å):
C -3.3883 -0.3713 0.0400
C -2.2638 0.1439 0.0196
C -0.9605 0.6521 -0.0595
C 0.1669 -0.0254 -0.0606
C 1.5390 0.4311 -0.0275
C 2.5827 -0.4385 0.0379
H -4.3933 -0.8717 0.0372
H -1.0015 1.7440 -0.0693
H 0.0287 -1.0747 -0.1338
H 1.6802 1.4772 0.1817
H 3.6888 -0.1479 0.1807
H 2.3212 -1.5188 -0.1465

Entry 3:
Molecular formula: C20H20Br6F6O18
Method: DFT, the ωB97M-V functional and the def2-TZVPD basis

For the total energy, the calculation gives -18171.6132 hartree.

Cartesian coordinates (Å):
C -17.3099 13.9134 11.6121
C -17.8180 15.1953 12.3310
O -16.5773 15.6799 12.8694
C -15.5558 15.2385 12.1255
O -14.4710 15.8021 12.0445
O -15.9033 14.1747 11.4085
F -18.4743 14.8648 13.4454
H -17.8509 13.8328 10.6693
H -17.3265 13.0600 12.2899
H -18.3787 16.0115 11.8754
C -20.1615 18.0058 18.6787
C -18.6776 17.8498 18.7358
O -18.5494 17.3335 20.0603
C -19.4769 17.7131 20.8185
O -19.4766 17.5485 22.0735
O -20.4974 18.1896 20.0942
F -18.2321 19.0962 18.7013
H -20.6719 17.1192 18.3026
H -20.6138 18.8316 18.1295
H -18.2200 17.2544 17.9458
C -26.4354 19.2135 18.6748
C -25.6469 19.8560 17.4784
O -24.9363 20.8572 18.3134
C -25.7571 21.2544 19.3188
O -25.6090 22.2780 19.9284
O -26.7004 20.2728 19.5615
F -26.4597 20.3559 16.5692
H -25.6914 18.5006 19.0302
H -27.2745 18.6589 18.2549
H -24.9934 19.0562 17.1301
C -21.0239 24.2401 13.0002
C -20.8230 23.4325 11.7062
O -19.9562 22.3779 12.1249
C -20.0258 22.3486 13.5215
O -19.4337 21.5377 14.2465
O -20.8860 23.2458 13.9780
F -20.1499 24.1752 10.6850
H -21.9798 24.7564 12.9119
H -20.1767 24.9256 13.0180
H -21.7935 23.0964 11.3413
C -22.3313 10.8980 16.5700
C -21.2019 11.8538 17.0989
O -21.7354 13.1086 16.6491
C -23.0768 13.0903 16.6396
O -23.6975 14.1814 16.5330
O -23.4767 11.8342 16.5976
F -19.9895 11.5981 16.6115
H -22.4563 9.8822 16.9452
H -22.1308 10.7526 15.5085
H -21.1038 11.8621 18.1845
C -11.5204 19.3231 16.0012
C -12.9339 19.2898 16.7173
O -12.5977 18.8881 18.0139
C -11.3184 18.9951 18.1780
O -10.8270 19.0482 19.3407
O -10.6298 18.9783 17.0449
F -13.6607 18.3370 16.1301
H -11.0753 20.2352 15.6035
H -11.3543 18.5118 15.2925
H -13.4310 20.2595 16.7438
C -17.2786 24.2056 19.4414
Br -16.6128 24.0210 21.2039
Br -16.8449 25.8756 18.4909
Br -19.0828 23.6762 19.2757
H -16.6858 23.4874 18.8748
C -19.1005 11.8453 24.5270
Br -20.8493 10.8969 24.3741
Br -18.1166 11.6641 22.7800
Br -18.1913 11.0123 26.0672
H -19.3312 12.8702 24.8175

Entry 4:
Molecular formula: C45H62KN3OP2S2Si2
Method: DFT, the ωB97M-V functional and the def2-TZVPD basis

The value obtained for the energy relative to the best compared isomer or geometry (same formula, charge and spin) is 10.6 kJ/mol.

Cartesian coordinates (Å):
K -2.6982 -0.0310 -0.5002
C -2.6442 2.8235 3.0115
Si -1.4340 3.3367 1.5597
C 0.1751 2.4117 1.9927
C -1.0837 5.1450 1.8723
C -2.0476 2.8178 -0.1094
C -3.4031 2.9153 -0.5476
C -4.3446 3.8212 0.0976
C -5.5967 3.9926 -0.3307
C -5.9568 3.2735 -1.5171
C -5.1162 2.3205 -2.0590
N -3.7932 2.1641 -1.5989
Si -0.9441 2.7590 -1.5735
C -0.3294 1.0514 -2.3551
C 0.7667 3.5989 -1.2888
C -1.6730 3.6120 -3.1699
H -2.5871 1.8106 3.4599
H -3.6923 2.8428 2.7104
H -2.5591 3.5313 3.8371
H 0.4914 2.2954 3.0414
H 1.0943 2.7709 1.4813
H 0.1206 1.3642 1.6278
H -0.6473 5.3527 2.8734
H -1.9150 5.8571 1.7172
H -0.3492 5.4449 1.0998
H -3.9990 4.3562 0.9878
H -6.3523 4.6120 0.1860
H -6.9736 3.3640 -1.8861
H -5.3974 1.5573 -2.8385
H 0.3729 0.4960 -1.7994
H 0.1049 1.3516 -3.3075
H -1.1606 0.3714 -2.6603
H 1.5711 2.8365 -1.0296
H 0.7094 4.2471 -0.4168
H 1.0329 4.1688 -2.1479
H -2.2956 2.9525 -3.6945
H -0.8088 3.8066 -3.8325
H -2.1337 4.6154 -3.0116
C -0.0371 -5.6938 0.7718
C -0.4215 -4.2497 0.8613
S -2.1507 -3.9295 0.6992
O -2.2560 -2.4203 0.7721
C -2.4447 -4.4418 -1.0567
C -1.5853 -3.6259 -1.9860
H 1.0436 -5.7333 1.0107
H -0.0896 -6.1378 -0.2506
H -0.6811 -6.2777 1.4032
H 0.0198 -3.6687 0.0373
H -0.1296 -3.8074 1.8413
H -3.4909 -4.2843 -1.1965
H -2.3436 -5.5002 -1.3310
H -1.5715 -2.5811 -1.7031
H -2.1107 -3.6777 -2.9462
H -0.5533 -3.9157 -2.0601
S -5.4998 -1.5669 -1.5932
C -6.0725 -1.3104 -0.0357
N -5.3142 -1.4999 1.0448
C -5.7333 -1.0975 2.3955
C -6.5930 0.1417 2.3256
C -7.8083 -0.1699 1.4852
N -7.2884 -0.7915 0.2096
H -4.3787 -1.9162 0.9045
H -4.8519 -1.0094 3.0052
H -6.4105 -1.9467 2.8062
H -6.0583 0.9174 1.7760
H -6.7638 0.5730 3.3150
H -8.3222 0.7113 1.2011
H -8.5223 -0.8042 1.9928
H -7.7661 -0.4970 -0.5689
C 2.6197 0.4551 -0.2603
P 1.5654 -1.0481 0.0008
C 2.2637 -2.3993 -0.9743
C 2.8878 -3.5891 -0.4845
C 3.3822 -4.6119 -1.3141
C 3.2990 -4.4470 -2.6819
C 2.5980 -3.3526 -3.1727
C 2.1481 -2.3232 -2.3376
C 1.8228 -1.3957 1.7759
C 0.6415 -1.2636 2.5274
C 0.6755 -1.3442 3.8997
C 1.8658 -1.7576 4.4861
C 2.9698 -2.0665 3.7360
C 2.9610 -1.8608 2.3641
P 4.2674 0.6340 0.5650
C 5.1763 -0.6092 -0.3824
C 5.1738 -0.7595 -1.7830
C 5.8137 -1.7974 -2.3741
C 6.5035 -2.7646 -1.6184
C 6.5599 -2.6350 -0.2643
C 5.9265 -1.5806 0.3627
C 4.9399 2.2246 -0.0921
C 6.2771 2.3378 -0.5259
C 6.7889 3.5435 -0.9968
C 5.9748 4.6861 -1.0719
C 4.7126 4.6000 -0.5489
C 4.1439 3.4188 -0.0641
H 2.0212 1.2092 0.2266
H 2.7445 0.7271 -1.3181
H 2.9746 -3.6187 0.5452
H 3.9482 -5.4086 -0.8909
H 3.8597 -5.0052 -3.4236
H 2.5877 -3.2248 -4.2359
H 1.7369 -1.5169 -2.8789
H -0.2457 -1.0117 1.9996
H -0.1796 -1.1112 4.4876
H 1.7819 -1.9301 5.5486
H 3.8317 -2.3023 4.2881
H 3.8068 -2.1369 1.7327
H 4.6132 -0.0821 -2.4151
H 5.8606 -1.8968 -3.4786
H 6.9697 -3.5719 -2.1475
H 7.1050 -3.3679 0.3484
H 6.0688 -1.5289 1.4261
H 6.9215 1.4457 -0.4763
H 7.8387 3.6553 -1.3251
H 6.3050 5.6139 -1.5059
H 4.0987 5.5239 -0.4942
H 3.0747 3.4387 0.2061

Entry 5:
Molecular formula: C16H23N3O8
Method: DFT, the ωB97M-V functional and the def2-TZVPD basis

For the total energy, the calculation gives -1389.5172 hartree. The SMILES is N[C@@H](Cc1ccc(O)cc1)C(=O)N[C@H](C(=O)O)[C@H]1[C@H](O)[C@@H](O)[C@@H](O)CN1O.

Cartesian coordinates (Å):
N 3.6526 -2.8278 0.3315
C 3.0758 -1.5591 0.0009
C 3.9439 -1.1100 -1.1737
C 3.7607 0.3515 -1.4793
C 2.7283 0.9612 -2.2169
C 2.7680 2.2593 -2.6467
C 3.8053 3.0012 -2.1330
O 3.7088 4.3467 -2.2059
C 4.7804 2.5312 -1.4306
C 4.8746 1.1909 -1.0776
C 1.5270 -1.6432 -0.4445
O 1.2283 -2.3281 -1.3838
N 0.4484 -1.0071 0.2480
C -1.0438 -1.0580 -0.3181
C -1.1991 0.0096 -1.3567
O -1.8984 -0.0928 -2.3249
O -0.4078 1.1720 -1.2224
C -2.0627 -1.0392 0.8950
C -2.3634 0.4359 1.4304
O -1.1618 1.0812 1.9677
C -3.4919 0.5199 2.5835
O -3.6369 1.9215 2.8339
C -4.6983 -0.3691 2.2218
O -5.8698 0.5007 2.3036
C -4.6101 -1.0463 0.7469
N -3.3206 -1.6976 0.4793
O -3.2897 -3.0864 0.2333
H 3.5408 -3.5378 -0.4543
H 3.3393 -3.2183 1.1758
H 3.0602 -0.7600 0.8045
H 4.9978 -1.2901 -0.9666
H 3.5777 -1.7334 -1.9792
H 1.9610 0.3185 -2.5123
H 2.0661 2.7230 -3.2740
H 4.0275 4.6158 -1.3060
H 5.5720 3.2436 -1.0560
H 5.7164 0.9312 -0.4117
H 0.6618 -0.1438 0.7045
H -1.2495 -1.9770 -0.9163
H -0.5189 1.7110 -2.0428
H -1.5452 -1.7133 1.6986
H -2.6679 1.0101 0.5264
H -1.4749 1.9181 2.3311
H -3.1289 0.1325 3.5762
H -4.3082 2.1291 3.5040
H -4.9125 -1.2059 2.9393
H -5.8876 1.1691 1.5622
H -4.5976 -0.3418 -0.0466
H -5.4658 -1.7953 0.7230
H -4.0119 -3.6032 0.5585

Entry 6:
Molecular formula: C3H11N2
Method: DFT, the ωB97M-V functional and the def2-TZVPD basis

The value obtained for the energy relative to the best compared isomer or geometry (same formula, charge and spin) is 138.3 kJ/mol. Its net charge is +1.

Cartesian coordinates (Å):
C -2.0405 -0.9087 -1.3908
N -0.7888 -1.0661 -0.6084
H -2.0389 0.1728 -1.5724
H -2.8758 -1.1606 -0.7692
H -2.0798 -1.2634 -2.4286
H -0.8624 -0.5235 0.2873
H -0.7538 -1.9988 -0.1907
H 0.1165 -0.7384 -0.9672
C 0.3114 0.8031 1.7086
C 1.3739 0.4419 0.9812
N 1.5431 0.9445 -0.3181
H -0.1360 1.7758 1.5468
H -0.1166 0.3029 2.5746
H 1.9842 -0.4112 1.2737
H 1.2211 1.8999 -0.4329
H 2.4754 0.9083 -0.7125